[1]
DFT (ωB97M-V with the def2-TZVPD basis set) results for a cluster of 12 separate species, C22H51N7O29 in total at a distorted geometry.

Calculated values
* SMILES: C[N+](=O)[O-].C[N+](=O)[O-].C[N+](=O)[O-].C[N+](=O)[O-].C[N+](=O)[O-].C[N+](=O)[O-].C[N+](=O)[O-].COC(=O)OC.COC(=O)OC.COC(=O)OC.COC(=O)OC.COC(=O)OC
* F_max: 2.54 eV Å⁻¹
* LUMO level: -0.0128 Ha
* charge: 0
* molecular weight: 877.67 g/mol

Geometry as XYZ:
```
109
Properties=species:S:1:pos:R:3:lowdin_charge:R:1
O -5.73918 -0.97370 -0.97921 -0.0106
O -4.30181 -0.33574 -2.58960 0.1086
O -3.92335 -2.10115 -1.21934 0.0366
O 4.59341 -0.06280 -0.61702 0.0041
O 5.77521 -4.03575 0.11212 0.1223
O -0.21597 2.55256 -4.91626 0.0905
O -2.47906 5.87329 -0.45503 0.0446
O 6.39315 0.51656 -1.60525 0.0157
O 1.48233 2.55258 1.72643 0.0987
O 4.34362 0.52629 -3.84712 0.0735
O 3.53349 -3.72140 0.36290 0.0024
O -4.19143 2.57954 0.31853 0.0749
O 0.73200 -1.30695 -0.52715 0.0283
O -2.05195 -4.51682 3.00526 0.1399
O -2.70650 2.64062 -1.26622 0.0412
O 2.75785 2.07718 3.52376 0.0194
O -2.96287 -5.44861 1.17195 -0.0060
O -0.03833 0.71746 -3.85159 0.0370
O 4.69152 -4.37687 2.04953 0.0092
O 0.02556 -0.60876 1.36812 0.0729
O -2.97211 -1.59299 2.90267 0.0940
O -2.32686 1.43383 4.42729 0.0698
O -1.13721 -4.34033 0.94191 -0.0043
O -0.88776 6.30837 -1.84035 0.0803
O 3.49076 3.49682 2.14052 0.0353
O 2.71144 1.12619 -2.59625 0.0592
O -3.52275 0.09626 1.69446 0.0322
O 5.64980 1.80691 0.07722 0.1262
O -1.00012 3.10535 4.80984 0.0591
N -3.78983 -0.92609 2.30650 -0.4142
N -3.80610 2.84319 -0.78958 -0.4067
N 3.24153 0.35684 -3.36900 -0.4213
N 0.09530 -0.52476 0.16238 -0.4036
N -1.74924 2.45660 4.11017 -0.4400
N -0.68782 1.54696 -4.44846 -0.4344
N -1.36193 5.70358 -0.90608 -0.4363
C -1.83272 2.80252 2.69509 0.0264
C 3.53930 0.17832 0.28683 -0.0440
C -4.20240 -5.63579 1.83440 -0.0423
C -6.52196 0.18264 -1.12921 -0.0659
C -0.43074 4.87526 -0.07309 0.0393
C -0.71728 0.51919 -0.48929 0.0443
C 4.77110 -4.04722 0.78151 -0.6001
C 7.41756 1.42721 -1.93510 -0.0435
C 5.55746 0.85821 -0.65773 -0.6159
C -2.04582 -4.72618 1.82670 -0.6278
C -2.64825 -2.40519 -1.76041 -0.0066
C 1.79020 1.17051 4.05323 -0.0071
C 2.47064 2.69773 2.39813 -0.6345
C 3.35117 -3.40674 -1.00316 -0.0581
C 0.11644 -3.88004 1.44553 -0.0265
C -2.14789 1.36413 -4.59530 0.0537
C 3.60167 4.05095 0.85406 -0.0518
C -4.79618 3.40118 -1.76514 0.0449
C 5.78897 -4.93993 2.75364 -0.0280
C -4.57477 -1.06557 -1.65944 -0.5937
C -5.18795 -1.40233 2.28085 0.0545
C 2.48822 -0.85039 -3.78101 0.0385
H -0.19055 5.35925 0.86653 0.1064
H 0.49872 4.84275 -0.64021 0.0873
H -0.75178 0.35456 -1.55838 0.0715
H 2.86574 -2.44329 -1.14621 0.0522
H 1.37385 0.58642 3.23715 0.0805
H 4.35442 4.83923 0.81716 0.1009
H 0.04020 -2.94702 1.99984 0.0829
H -0.16193 1.42376 -0.23035 0.0985
H 4.08244 3.30552 0.20457 0.0712
H 7.03765 2.38475 -2.28888 0.1026
H 6.28248 -4.24983 3.43729 0.0951
H -1.65477 0.48042 0.06016 0.0802
H -0.78853 3.85171 -0.03082 0.0659
H -1.45434 3.81544 2.58207 0.0898
H -7.52962 -0.12182 -0.83188 0.0986
H -5.12198 2.68529 -2.51545 0.0911
H 3.07811 1.16602 0.21884 0.0802
H -2.33563 1.17794 -5.65176 0.1063
H 2.22720 0.60045 4.86853 0.0989
H 2.73131 -0.54522 0.26299 0.0662
H -2.65075 -2.74512 -2.79664 0.1063
H 1.03202 1.75663 4.58051 0.0808
H -4.30020 4.21502 -2.28954 0.0957
H 4.16161 -3.54627 -1.71485 0.1000
H 1.80042 -0.56390 -4.57144 0.0820
H 2.59795 -4.12926 -1.35232 0.0985
H 5.38589 -5.80224 3.27432 0.0949
H -4.72972 -4.67897 1.85126 0.0828
H 8.09513 0.92330 -2.61589 0.0961
H -2.59500 2.30151 -4.28534 0.0957
H -5.65842 3.79793 -1.23776 0.0991
H -5.20163 -2.26863 1.62500 0.0888
H 2.72832 4.41375 0.31367 0.0797
H 1.86850 -1.30502 -3.01404 0.0783
H 8.04477 1.71579 -1.08376 0.0955
H 6.57390 -5.20303 2.04124 0.0923
H -6.71688 0.49850 -2.15669 0.0952
H -2.45520 0.47759 -4.05088 0.0741
H -4.07167 -5.98646 2.85737 0.0966
H 0.71002 -3.59944 0.57787 0.0679
H -2.15967 -3.16042 -1.15149 0.0913
H -4.80051 -6.35665 1.28499 0.0931
H -5.52733 -1.65223 3.28119 0.1051
H 0.65959 -4.64503 1.99549 0.1068
H 3.26700 -1.51757 -4.14070 0.1003
H -6.24128 1.03100 -0.50563 0.0832
H -5.80330 -0.60471 1.87930 0.0895
H 3.95467 0.13623 1.29947 0.1123
H -2.83890 2.75553 2.29430 0.0749
H -1.98406 -1.53970 -1.77354 0.0732
H -1.17981 2.10285 2.17418 0.0891
```

=====

[2]
DFT (ωB97M-V with the def2-TZVPD basis set) results for a cluster of 3 separate species, C22H52BFN2O10PS in total at a distorted geometry.

Calculated values
* F_max: 6.12 eV Å⁻¹
* LUMO level: 0.0831 Ha
* charge: -1
* molecular weight: 597.51 g/mol

Geometry as XYZ:
```
90
Properties=species:S:1:pos:R:3:lowdin_charge:R:1
S 0.29790 0.65587 2.30411 0.6601
P -0.39986 -0.39355 -2.29499 0.8636
F -2.10766 -1.90748 -0.93589 -0.0772
O -3.70732 -0.35506 -0.50141 -0.1361
O 2.88787 4.36478 -7.80070 -0.2072
O -1.41542 -0.88476 -3.44302 -0.5166
O 1.84190 -4.01801 5.94411 -0.1363
O -2.41891 0.32602 1.33256 0.0107
O -0.54614 -1.11075 0.55458 -0.0646
O 1.21700 2.23234 -5.76874 -0.2111
O 4.61341 -5.36491 5.56887 -0.2079
O 2.21002 -5.41004 3.18356 -0.2140
O 4.01538 3.38033 -5.07059 -0.1395
N -2.66059 1.69909 -0.85104 0.0125
N -2.16514 -2.64578 2.78544 -0.0658
C 4.17680 2.85776 -6.39617 -0.1709
C 5.92476 -4.92759 5.88796 -0.1146
C -6.22213 -0.48320 0.21141 -0.2026
C 0.67744 0.92579 -5.64822 -0.1076
C 2.70365 3.86408 -4.75094 -0.1689
C -2.46130 0.38217 -0.13638 -0.3557
C 1.69436 2.73668 -4.51990 -0.2007
C -2.74050 3.60269 2.80772 -0.1446
C -4.90470 0.45212 -0.22270 -0.1876
C -3.73114 3.94638 1.53662 -0.2626
C 2.28847 -5.33938 6.27783 -0.1740
C 2.87215 5.59218 -8.51100 -0.1122
C 1.61267 -4.14843 3.48607 -0.1902
C 4.21382 3.95131 -7.46770 -0.1962
C 1.39894 -6.19429 2.32428 -0.1111
C -1.30231 -0.66609 -0.63440 -0.3289
C -6.91049 0.23166 1.55136 -0.1582
C -1.89856 2.84095 -0.21811 -0.1971
C 2.30865 -3.50503 4.68901 -0.1634
C 3.75585 -5.37895 6.71177 -0.1970
C -1.36968 -1.37557 3.10586 -0.2506
C -2.96022 4.06262 0.09070 -0.1983
B -1.17806 -0.42611 1.73642 -1.1583
H 1.23424 -5.67765 1.37405 0.0869
H 3.96890 -4.51912 7.35934 0.1250
H 0.32051 0.60969 -6.63167 0.0923
H 2.81938 4.41134 -3.80902 0.1258
H 2.35485 4.58263 -5.49542 0.1180
H 1.72994 -3.50441 2.60705 0.1299
H 5.15105 2.35569 -6.39120 0.1242
H 4.79517 4.80678 -7.10078 0.1259
H 1.83261 5.84579 -8.73776 0.0887
H 3.29468 6.39217 -7.89563 0.0848
H -6.94290 1.39304 1.29835 0.0720
H 4.67886 3.55669 -8.37830 0.1215
H -1.60554 3.83541 2.61404 0.0777
H -7.00804 -0.41633 -0.66031 0.0960
H -7.95427 -0.21720 1.83175 0.0660
H 0.54515 -4.27883 3.70472 0.1251
H 3.42808 5.50054 -9.44883 0.0832
H -2.42025 1.63504 -1.88230 0.1251
H -6.10397 0.13057 2.41864 0.0869
H -4.77480 1.22088 0.65469 0.0965
H -2.50210 5.13863 0.00354 0.1009
H 1.67553 -5.64381 7.13325 0.1229
H -3.18639 4.18663 3.74456 0.0731
H -3.81146 4.00173 -0.74166 0.1124
H -0.01386 0.97152 -2.54587 0.0011
H -0.29002 -1.62837 3.54794 0.0757
H -0.14917 1.54588 3.29477 -0.1498
H -1.16280 3.26055 -1.05964 0.1132
H 1.45298 0.22562 -5.32242 0.0881
H 1.91535 -7.13875 2.13011 0.0830
H 2.16858 1.93451 -3.94053 0.1229
H 6.37882 -5.58473 6.63532 0.0817
H -2.98572 -2.31647 2.20868 0.0591
H -1.58610 -3.20203 2.09005 0.0606
H -4.67922 3.22297 1.51196 0.0949
H 0.44220 -6.41837 2.80556 0.0866
H 3.39731 -3.56778 4.61512 0.1173
H 5.90036 -3.89618 6.25326 0.0857
H -2.89914 2.44652 3.05795 0.0830
H 0.72278 -1.33432 -2.31566 0.0395
H -5.90692 -1.58601 0.47739 0.1142
H -1.93594 -0.80057 3.97281 0.1094
H 2.07902 -6.04341 5.46994 0.1189
H 3.95260 -6.30604 7.26021 0.1193
H -4.18886 5.02572 1.76073 0.0966
H -1.21419 2.54741 0.68405 0.0908
H -5.20265 0.98623 -1.22771 0.1244
H 6.52711 -4.95494 4.97641 0.0871
H 3.42658 2.09374 -6.61533 0.1202
H 0.83077 3.12305 -3.96861 0.1181
H 2.05073 -2.43984 4.69936 0.1246
H -0.16068 0.91843 -4.94534 0.0533
```

=====

[3]
DFT (ωB97M-V with the def2-TZVPD basis set) results for a structure of composition C22H52ClInNP at a distorted geometry.

Calculated values
* F_max: 2.77 eV Å⁻¹
* LUMO level: -0.0234 Ha
* charge: 0
* molecular weight: 511.91 g/mol

Geometry as XYZ:
```
78
Properties=species:S:1:pos:R:3:lowdin_charge:R:1
In -3.91657 4.47669 -2.77407 0.5721
Cl -4.21473 3.82370 2.12399 0.3869
P 1.72347 -1.97805 0.40156 1.0023
N -3.20358 6.44836 -3.36848 -0.2463
C 2.91849 0.58780 -1.86595 -0.2627
C -5.57617 3.97391 -4.27183 -0.3325
C -0.04127 -4.17099 1.34759 -0.2208
C -1.69831 6.30933 -3.31071 -0.4289
C 3.98336 -4.34303 3.46782 -0.1060
C 3.51675 -0.78963 -1.56092 -0.2290
C 0.37207 -4.08562 2.81383 -0.2629
C 0.79307 -5.42856 3.38695 -0.1094
C -2.33907 3.10303 0.14040 -0.1998
C 1.76166 0.58521 -2.85141 -0.0922
C 0.87447 -3.53309 0.30548 -0.2654
C -1.22107 6.45512 -1.72559 -0.1527
C 4.22900 -2.74561 1.51136 -0.2278
C -3.96903 3.30171 0.32378 -0.7164
C -2.25496 -1.37622 0.64315 -0.0931
C -0.20321 -0.17304 1.60711 -0.2142
C 4.02032 -4.18788 1.95533 -0.2556
C -1.40902 -1.06244 1.86426 -0.2485
C 0.67984 -0.54248 0.42764 -0.2673
C 2.55387 -1.92391 -1.21248 -0.2710
C 3.00538 -1.83515 1.62363 -0.2663
C -4.60368 4.50269 -0.61607 -0.3593
H -2.11328 1.99342 -0.23733 0.0585
H -5.79190 4.46431 -0.50825 0.0510
H 4.84581 -4.80054 1.57357 0.1188
H 3.13412 -2.85542 -1.26912 0.0997
H 2.10295 0.29782 -3.84916 0.0856
H 2.62309 1.08436 -0.94268 0.0860
H 3.78871 -5.38627 3.73955 0.0775
H -3.57294 7.18391 -2.72724 0.0019
H 0.96125 -0.09255 -2.55732 0.0511
H 5.04323 -2.31382 2.10702 0.1267
H 3.38075 -0.80809 1.52889 0.1110
H -5.03882 3.97456 -5.33642 -0.0220
H -0.53506 5.51842 -1.45249 0.0614
H 2.58704 -1.87530 2.63203 0.0918
H 4.58467 -2.75458 0.47789 0.0985
H -1.76001 3.18209 1.18154 0.0591
H -0.48374 -3.75105 3.41151 0.1112
H 3.21723 -3.71582 3.93163 0.0645
H -0.06320 -6.10993 3.44708 0.0857
H 1.36948 0.30012 0.36259 0.0912
H -1.46116 5.17682 -3.60393 0.0422
H 4.94705 -4.06509 3.90821 0.0838
H 1.18649 -5.29812 4.40052 0.0786
H 0.09253 -0.51270 -0.49318 0.1006
H -1.67119 -1.76189 -0.19166 0.0560
H 1.62971 -4.28385 0.05092 0.0965
H 3.11035 -4.60471 1.51977 0.0781
H -0.68944 7.48159 -1.54134 0.0619
H -1.85775 3.86155 -0.62985 0.0333
H 1.79268 -2.02703 -1.98998 0.1012
H -0.57048 0.84610 1.43875 0.1072
H -4.56961 2.27495 0.23398 0.1013
H -2.04339 -0.58561 2.61851 0.1245
H 3.71743 1.21944 -2.27852 0.1179
H -1.11878 7.02319 -4.03470 0.0879
H 1.56272 -5.90556 2.77474 0.0678
H -4.25335 5.52253 -0.10377 0.0403
H -3.00439 -2.13907 0.89493 0.0851
H 4.07928 -1.10338 -2.45115 0.1236
H -6.03249 2.90534 -4.13304 -0.0368
H -0.18393 -5.22065 1.06446 0.1235
H 0.40736 -0.13502 2.51606 0.1151
H -1.06758 -1.97945 2.32877 0.0610
H -6.39661 4.83279 -4.34790 -0.0177
H 1.15498 -3.34816 2.96458 0.0692
H 4.25686 -0.67370 -0.76071 0.1027
H -1.04123 -3.74154 1.23842 0.0894
H -2.21491 6.41787 -1.09037 0.0523
H -2.79717 -0.48361 0.30211 0.0817
H 1.32896 1.58663 -2.91709 0.0896
H 0.26331 -3.46028 -0.60619 0.1125
H -2.61674 3.25316 -2.98102 -0.0727
```

=====

> The highest LUMO level belongs to which entry?

C22H52BFN2O10PS

=====

> Which value of F_max does entry 3 give?

2.77 eV Å⁻¹

=====

> Among the records above, which one has the lowest F_max?

C22H51N7O29

=====

> The lowest F_max belongs to which entry?

C22H51N7O29